{"formula": "C37H56CsN7O7S", "method": "ωB97M-V/def2-TZVPD", "spin_multiplicity": 1, "de_lowest_kcal_mol": 16.9, "e_tot_ev": -75421.107, "total_charge": -2, "e_homo_ev": -1.01, "symbols": ["Cs", "C", "O", "C", "C", "O", "C", "C", "O", "C", "H", "H", "H", "H", "H", "H", "H", "H", "H", "H", "H", "H", "H", "H", "S", "C", "N", "N", "C", "C", "C", "C", "C", "C", "N", "N", "C", "C", "C", "C", "C", "C", "H", "H", "H", "H", "H", "H", "H", "H", "H", "H", "H", "C", "C", "C", "O", "C", "O", "O", "H", "H", "H", "H", "H", "H", "H", "C", "N", "C", "C", "O", "N", "C", "C", "H", "H", "H", "H", "H", "H", "H", "H", "H", "H", "H", "H", "C", "N", "C", "C", "C", "C", "C", "C", "C", "C", "H", "H", "H", "H", "H", "H", "H", "H", "H", "H", "H", "H"], "xyz": [[0.8840, 0.5138, -0.1313], [-2.9568, -0.2105, 1.1304], [-2.2847, -1.4377, 1.2681], [-2.8021, -2.4921, 0.5135], [-2.4531, -2.4455, -0.9792], [-1.0723, -2.6770, -1.1151], [-0.6221, -2.9456, -2.4134], [-0.8979, -1.8656, -3.4614], [-0.2440, -0.6828, -3.1071], [-0.4590, 0.3595, -4.0225], [-4.0169, -0.3218, 1.3948], [-2.8785, 0.2108, 0.1244], [-2.4767, 0.4705, 1.8285], [-3.9021, -2.5421, 0.6142], [-2.3547, -3.3908, 0.9480], [-2.7357, -1.4692, -1.3854], [-3.0309, -3.2270, -1.5034], [-1.0563, -3.8944, -2.7810], [0.4582, -3.0467, -2.3150], [-1.9817, -1.6943, -3.5677], [-0.5232, -2.2433, -4.4316], [-0.1415, 0.0684, -5.0377], [0.1374, 1.2006, -3.6828], [-1.5132, 0.6654, -4.0421], [-0.2766, 1.8624, 2.6820], [0.0262, 0.6174, 3.8485], [-0.1874, 0.7685, 5.1314], [-0.7065, 1.9625, 5.4825], [-0.8839, 2.3679, 6.7515], [-0.5169, 1.5598, 7.8450], [-0.7210, 1.9980, 9.1315], [-1.3013, 3.2359, 9.3858], [-1.6760, 4.0360, 8.3132], [-1.4707, 3.6200, 7.0176], [0.5534, -0.5123, 3.3270], [0.5418, -1.5870, 4.0415], [0.9720, -2.7398, 3.4594], [1.5499, -3.7232, 4.2840], [1.9300, -4.9415, 3.7675], [1.7350, -5.2324, 2.4230], [1.1393, -4.2830, 1.6025], [0.7568, -3.0593, 2.1045], [-0.9120, 2.5814, 4.6814], [-0.0783, 0.5982, 7.6328], [-0.4235, 1.3663, 9.9595], [-1.4604, 3.5691, 10.4034], [-2.1353, 5.0004, 8.4982], [-1.7600, 4.2481, 6.1864], [1.7202, -3.4925, 5.3269], [2.3878, -5.6787, 4.4190], [2.0542, -6.1843, 2.0182], [0.9725, -4.5072, 0.5564], [0.2443, -2.3415, 1.4843], [2.7898, 3.6137, 1.0211], [3.5133, 2.2876, 0.7977], [4.8985, 2.3070, 1.4518], [2.7778, 1.2001, 1.3556], [3.6214, 2.0652, -0.7558], [4.7438, 2.1407, -1.2753], [2.5434, 1.8522, -1.3422], [2.6698, 3.8114, 2.0891], [1.8064, 3.5782, 0.5533], [3.3510, 4.4309, 0.5701], [4.8175, 2.5553, 2.5122], [5.5437, 3.0259, 0.9532], [5.3454, 1.3183, 1.3548], [2.0523, 1.5609, 1.8948], [4.3905, -3.8111, -1.3714], [4.8228, -2.8103, -2.3250], [5.5978, -3.3760, -3.4083], [3.7293, -2.0248, -2.8091], [2.5894, -2.4601, -2.7990], [4.0886, -0.8460, -3.3304], [3.0541, 0.0362, -3.8230], [5.3687, -0.2244, -3.0747], [5.2719, -4.2748, -0.9247], [3.7716, -4.5901, -1.8388], [3.8033, -3.3182, -0.5981], [5.0724, -4.2140, -3.8952], [6.5523, -3.7375, -3.0189], [5.7867, -2.6125, -4.1585], [2.1260, -0.5225, -3.8947], [3.3417, 0.4202, -4.8045], [2.9132, 0.8650, -3.1254], [5.9582, -0.8572, -2.4171], [5.2097, 0.7461, -2.5885], [5.9107, -0.0655, -4.0138], [-5.4812, 0.5840, -4.8580], [-5.6865, 0.2985, -3.4581], [-6.9744, 0.7173, -2.9654], [-4.5496, 0.6367, -2.6074], [-3.9424, 2.0328, -2.5901], [-4.6244, 3.1663, -3.0141], [-4.0074, 4.4078, -2.9735], [-2.7169, 4.5178, -2.4908], [-2.0564, 3.3822, -2.0408], [-2.6348, 2.1170, -2.0851], [-6.2694, 0.0996, -5.4415], [-4.5203, 0.1693, -5.1625], [-5.4805, 1.6552, -5.1057], [-7.7544, 0.1541, -3.4867], [-7.1881, 1.7882, -3.0913], [-7.0369, 0.4835, -1.9037], [-3.7524, -0.0567, -2.9022], [-4.8337, 0.3654, -1.5826], [-5.6467, 3.1239, -3.3786], [-4.5410, 5.2865, -3.3271], [-2.2357, 5.4911, -2.4552], [-1.0497, 3.4975, -1.6510]], "forces_ev_per_a": [[-3.8, -2.5, -1.1], [-0.2, 0.3, 0.0], [0.4, -0.3, 0.1], [0.0, -0.2, -0.4], [-0.3, 0.1, 0.5], [0.0, 0.1, 0.4], [0.2, 0.2, -0.5], [-0.1, -0.3, 0.2], [0.1, -0.3, 0.2], [-0.2, 0.1, -0.2], [-0.1, 0.0, 0.0], [0.0, 0.1, -0.1], [-0.1, 0.1, 0.0], [0.1, 0.0, 0.0], [-0.1, -0.1, -0.1], [0.0, 0.0, -0.1], [0.0, 0.0, 0.0], [0.0, 0.1, 0.0], [0.0, -0.1, -0.2], [0.1, 0.1, 0.0], [0.0, 0.0, 0.1], [0.1, 0.0, 0.1], [0.0, 0.1, 0.0], [0.1, 0.0, 0.1], [0.0, 0.4, 0.0], [-1.1, 2.6, 1.5], [0.3, -0.7, 0.0], [0.0, 0.2, -1.7], [-0.1, -0.1, 1.1], [0.0, 0.0, -0.5], [-0.1, 0.2, 0.2], [0.0, 0.0, 0.2], [0.0, 0.0, 0.2], [0.1, -0.2, -0.3], [1.2, -4.8, 0.1], [-0.9, 3.8, 0.2], [0.7, -1.8, -1.2], [-0.2, 0.7, 0.0], [0.2, -0.3, -0.1], [0.0, 0.1, 0.0], [0.2, -0.4, -0.2], [-0.1, 0.6, 0.5], [0.1, -0.1, 0.3], [0.1, -0.1, 0.0], [0.0, 0.0, 0.0], [0.0, 0.0, 0.0], [0.0, 0.0, 0.0], [0.0, 0.0, -0.1], [-0.1, 0.0, 0.1], [0.0, 0.0, 0.0], [-0.1, 0.0, 0.0], [-0.1, 0.1, 0.0], [-0.1, 0.1, -0.1], [-0.1, -0.2, 0.0], [0.9, 0.4, -0.1], [-0.3, -0.1, -0.2], [1.2, 0.7, 1.1], [0.7, 0.3, 0.5], [0.5, 0.2, 0.0], [0.5, 1.0, -1.0], [0.0, 0.0, 0.0], [-0.1, 0.1, 0.0], [0.1, 0.0, 0.0], [-0.1, 0.0, 0.0], [0.0, 0.0, 0.0], [0.1, 0.0, 0.0], [0.0, 0.0, 0.4], [-0.1, 0.0, 0.0], [-0.2, 0.0, 0.1], [0.1, 0.0, 0.0], [0.4, -0.5, -0.3], [-0.4, -0.1, 0.3], [0.0, 0.1, 0.2], [-0.3, 0.1, -0.2], [0.3, 0.3, 0.0], [0.0, 0.0, 0.0], [0.0, 0.0, 0.1], [0.0, -0.2, 0.1], [0.0, 0.0, 0.0], [0.0, 0.0, -0.1], [0.1, 0.0, 0.0], [0.0, 0.0, -0.1], [0.0, 0.0, -0.1], [0.0, 0.0, -0.1], [0.0, 0.1, -0.1], [0.0, -0.2, -0.1], [0.0, 0.0, -0.1], [-0.1, 0.0, 0.1], [-0.2, 0.2, 0.0], [0.0, 0.0, -0.1], [0.1, -0.2, 0.0], [0.2, 0.2, 0.0], [-0.4, -0.1, -0.1], [-0.2, 0.4, -0.2], [0.1, 0.3, 0.0], [-0.3, 0.1, -0.1], [0.4, -1.1, 0.4], [0.0, 0.0, -0.1], [0.1, 0.0, -0.1], [0.0, 0.0, 0.0], [-0.1, 0.0, 0.0], [-0.1, 0.0, 0.0], [-0.1, 0.0, 0.1], [0.1, 0.2, 0.2], [0.1, 0.0, 0.0], [0.0, 0.0, 0.0], [0.0, 0.0, 0.0], [0.0, 0.1, 0.0], [0.2, 0.1, 0.1]]}